Formula: C24H4Cl80O7P2S2
Source: the Open Molecules 2025 dataset
Level of theory: ωB97M-V with the def2-TZVPD basis set

The geometry in ORCA input format:
```
! wB97M-V def2-TZVPD RIJCOSX def2/J DEFGRID3
* xyz 0 1
O -4.92 1.41 -2.58
C -4.28 0.64 -2.04
O -3.96 0.72 -0.70
C -2.89 -0.17 -0.51
O -2.23 -0.19 0.41
C -2.80 -1.15 -1.71
P -1.77 -2.68 -1.82
O -2.76 -3.99 -1.54
O -0.76 -2.65 -0.52
S -0.85 -2.92 -3.47
C -3.64 -0.63 -2.63
P -4.04 -1.18 -4.33
O -3.87 -2.76 -4.57
O -5.54 -0.65 -4.77
S -2.78 -0.27 -5.49
H -3.31 -3.71 -0.79
H -1.31 -2.67 0.29
H -3.20 -2.84 -5.27
H -6.20 -1.35 -4.62
C 0.17 -7.31 -3.37
Cl -1.57 -7.50 -3.64
Cl 0.87 -8.87 -2.90
Cl 0.94 -6.75 -4.86
Cl 0.45 -6.13 -2.09
C 2.93 -0.87 -2.80
Cl 3.26 0.84 -2.45
Cl 4.37 -1.83 -2.40
Cl 1.57 -1.40 -1.81
Cl 2.54 -1.07 -4.51
C -5.76 -8.63 -4.74
Cl -7.52 -8.53 -4.57
Cl -4.98 -7.55 -3.58
Cl -5.23 -10.30 -4.45
Cl -5.31 -8.15 -6.39
C 2.72 4.84 -2.34
Cl 3.00 6.55 -1.96
Cl 4.19 3.92 -1.96
Cl 1.38 4.23 -1.35
Cl 2.33 4.67 -4.05
C -1.85 4.19 -5.08
Cl -2.42 5.57 -6.03
Cl -3.22 3.47 -4.22
Cl -1.13 2.98 -6.15
Cl -0.64 4.73 -3.91
C -6.99 -9.31 -0.13
Cl -8.74 -9.22 -0.34
Cl -6.36 -7.70 0.28
Cl -6.59 -10.45 1.16
Cl -6.24 -9.88 -1.63
C -2.07 8.44 -2.68
Cl -1.80 10.14 -2.29
Cl -0.61 7.51 -2.32
Cl -3.42 7.82 -1.71
Cl -2.46 8.28 -4.40
C 4.16 4.56 2.39
Cl 3.12 3.23 2.92
Cl 4.45 5.66 3.75
Cl 5.70 3.92 1.80
Cl 3.35 5.44 1.08
C -2.77 3.39 2.28
Cl -3.54 2.26 1.15
Cl -3.75 4.87 2.38
Cl -2.66 2.65 3.89
Cl -1.15 3.80 1.70
C 8.07 1.90 -2.59
Cl 9.08 1.61 -1.17
Cl 6.77 0.71 -2.65
Cl 7.37 3.53 -2.49
Cl 9.05 1.78 -4.06
C -5.31 -3.92 2.90
Cl -7.03 -4.20 2.65
Cl -4.58 -5.33 3.69
Cl -4.53 -3.57 1.33
Cl -5.08 -2.51 3.94
C -4.83 -7.16 -10.72
Cl -6.08 -7.99 -11.66
Cl -3.24 -7.51 -11.42
Cl -5.12 -5.41 -10.77
Cl -4.88 -7.72 -9.04
C 5.76 0.22 4.13
Cl 6.04 1.92 4.53
Cl 7.22 -0.72 4.46
Cl 4.43 -0.41 5.12
Cl 5.33 0.07 2.42
C 3.32 -9.82 -5.81
Cl 3.42 -11.22 -4.73
Cl 3.87 -8.37 -4.95
Cl 4.36 -10.09 -7.22
Cl 1.65 -9.60 -6.35
C -4.91 -9.21 5.06
Cl -6.53 -8.52 4.87
Cl -4.81 -10.07 6.60
Cl -4.60 -10.37 3.76
Cl -3.70 -7.91 5.05
C 6.06 6.74 7.53
Cl 5.03 5.40 8.05
Cl 6.35 7.83 8.89
Cl 7.60 6.10 6.94
Cl 5.25 7.63 6.23
C 10.46 -2.09 7.06
Cl 11.11 -2.39 8.67
Cl 9.22 -3.30 6.68
Cl 9.74 -0.47 7.00
Cl 11.77 -2.19 5.87
C -3.79 7.69 5.29
Cl -5.55 7.65 5.48
Cl -3.05 8.39 6.73
Cl -3.19 6.04 5.05
Cl -3.38 8.68 3.87
C 1.01 9.55 3.38
Cl 0.40 10.84 2.34
Cl -0.32 8.87 4.33
Cl 1.73 8.28 2.38
Cl 2.25 10.20 4.47
C 5.84 12.20 9.57
Cl 5.30 10.79 8.64
Cl 7.61 12.28 9.56
Cl 5.18 13.68 8.84
Cl 5.26 12.07 11.24
*
```

The gap between HOMO and LUMO is 7.142 eV.

Atom charges from the Mulliken analysis, given in e for atoms 1 to 2:
1 O -0.4010
2 C -0.2665